#one
DFT (wB97M-V/def2-TZVPD) results for one molecule with the formula CH2N2OS2.

Calculated values
* HOMO-LUMO gap: 7.59 eV
* E_LUMO: -0.216 eV
* multiplicity: 1

Positions of all 8 atoms, in Å:
C -0.6605 -0.0016 -0.7361
N 0.4794 0.4723 -0.7885
N 1.3533 1.0949 -0.1861
O -1.0759 -1.0336 -0.0228
S 2.8480 1.2158 -0.3558
S -0.3320 -1.3364 1.4480
H -1.4808 0.1562 -1.4842
H -1.1314 -0.5676 2.1253

---

#two
DFT (wB97M-V/def2-TZVPD) results for one molecule with the formula CH2N2OS2.

Calculated values
* HOMO-LUMO gap: 9.67 eV
* E_LUMO: -0.338 eV
* multiplicity: 1

Positions of all 8 atoms, in Å:
C 0.6477 1.2260 -0.5532
N 1.0505 2.3002 -0.7132
N -1.2255 -0.6544 0.0341
O 0.6656 -0.1299 1.5656
S 1.6396 -1.7364 -0.6734
S 0.4613 -0.3486 0.1830
H -1.7969 -0.4294 -0.7835
H -1.4422 -0.2274 0.9405

---

The most stable of them is #two.

---

#one
DFT (wB97M-V/def2-TZVPD) results for a 2-piece molecular cluster, C4H12 overall.

Calculated values
* HOMO-LUMO gap (spin up / spin down): 2.77 / 12.16 eV
* ⟨S²⟩: 0.750
* E_LUMO (spin up / spin down): 4.333 / 4.480 eV
* multiplicity: 2
* total charge: -1

Positions of all 16 atoms, in Å:
C 0.0377 2.5004 0.5317
C -0.5423 1.4007 1.3982
H 0.1667 3.3867 1.1746
H 1.0044 2.2152 0.1137
H -0.5818 2.8957 -0.2739
H 0.1622 1.0485 2.1637
H -1.4136 1.7042 1.9812
H -0.8120 0.4548 0.9345
C 0.3581 -1.7895 -0.2347
C 0.1200 -2.0903 -1.7204
H 1.1390 -2.4625 0.1091
H 0.5986 -0.7358 -0.1463
H -0.5316 -1.8733 0.3815
H -0.8956 -2.3305 -2.0382
H 0.6378 -3.0138 -2.0282
H 0.5523 -1.3105 -2.3465

---

#two
DFT (wB97M-V/def2-TZVPD) results for a 2-piece molecular cluster, C4H12 overall.

Calculated values
* HOMO-LUMO gap (spin up / spin down): 2.82 / 12.18 eV
* ⟨S²⟩: 0.750
* E_LUMO (spin up / spin down): 4.340 / 4.535 eV
* multiplicity: 2
* total charge: -1

Positions of all 16 atoms, in Å:
C -0.5254 1.7347 -0.8521
C -0.2611 1.1854 -2.2645
H -0.7170 2.8104 -0.8334
H -1.3857 1.2492 -0.3959
H 0.3615 1.5688 -0.2467
H -1.1007 0.5851 -2.6253
H -0.0844 1.9670 -3.0088
H 0.6151 0.5369 -2.2792
C 0.2662 -0.7808 1.2539
C 0.5692 -2.1414 1.8854
H -0.4008 -0.9170 0.3919
H -0.3469 -0.1196 1.8685
H 1.1305 -0.2277 0.8918
H 0.3393 -2.1269 2.9537
H 1.6205 -2.4029 1.7738
H -0.0802 -2.9213 1.4870

---

#three
DFT (wB97M-V/def2-TZVPD) results for a 2-piece molecular cluster, C4H12 overall.

Calculated values
* HOMO-LUMO gap (spin up / spin down): 2.75 / 12.32 eV
* ⟨S²⟩: 0.750
* E_LUMO (spin up / spin down): 4.270 / 4.431 eV
* multiplicity: 2
* total charge: -1

Positions of all 16 atoms, in Å:
C -1.6435 -0.8490 -0.7345
C -2.6748 -0.6815 -1.8502
H -2.2140 -0.8825 0.1865
H -1.1083 -1.7814 -0.8574
H -0.8774 -0.0234 -0.6385
H -2.4302 0.0609 -2.5577
H -3.7233 -0.4016 -1.5040
H -2.7570 -1.5999 -2.4123
C 2.4733 0.0765 1.0138
C 1.8818 1.4257 1.5355
H 2.4638 -0.7100 1.9042
H 1.9062 -0.2344 0.0762
H 3.5260 0.3550 0.8150
H 0.8788 1.3456 1.7374
H 2.2635 1.6478 2.5674
H 1.8506 2.3935 0.8951

---

The most stable of them is #two.